1.
The following is a DFT calculation (ωB97M-V with the def2-TZVPD basis set) of a molecular structure, C35H38N3O4ReS2Te.

Results
Expectation value of S² ... 2.011
Energy relative to the best compared isomer or geometry (same formula, charge and spin) ... 0.000 eV
Orbital gap (alpha / beta) ... 6.914 / 6.546 eV
E_HOMO (alpha / beta) ... -0.473 / -0.473 hartree
Charge ... +2
Multiplicity ... 3
Largest force on an atom ... 0.05061 hartree/bohr

CARTESIAN COORDINATES (ANGSTROEM)
Re -0.29 -1.21 -0.17
O -2.96 -3.81 -2.99
C -1.92 -4.23 -3.73
C -2.21 -5.21 -4.63
C -1.25 -5.73 -5.45
C 0.07 -5.31 -5.41
C 0.33 -4.28 -4.54
C -0.62 -3.75 -3.63
C -0.20 -2.82 -2.56
O -1.08 -2.38 -1.63
N 1.04 -2.36 -2.55
N 1.25 -1.48 -1.50
C 2.41 -0.92 -1.46
S 2.88 0.14 -0.12
C 4.27 0.86 -1.04
C 4.94 -0.30 -1.73
S 3.62 -1.22 -2.70
H -2.57 -3.35 -2.24
H -3.24 -5.59 -4.61
H -1.54 -6.50 -6.11
H 0.81 -5.65 -6.12
H 1.33 -3.92 -4.41
H 4.95 1.28 -0.26
H 3.93 1.60 -1.75
H 5.47 -0.98 -1.09
H 5.65 0.07 -2.44
C 1.09 6.49 4.04
C 0.64 5.09 3.71
C 0.29 4.24 4.70
C -0.12 2.93 4.42
C -0.34 2.02 5.56
C -0.22 2.55 3.05
Te -1.08 0.66 2.87
N 0.11 -0.53 1.73
C 0.86 -1.31 2.62
O 0.98 -1.03 3.76
C 1.42 -2.49 1.89
C 0.63 -3.15 0.94
C 1.07 -4.17 0.15
C 2.40 -4.59 0.26
C 3.16 -4.04 1.27
C 2.69 -3.00 2.08
C -2.43 0.95 1.32
C -2.58 -0.20 0.54
C -3.51 -0.20 -0.47
C -4.29 0.95 -0.68
C -4.10 2.07 0.12
C -3.16 2.10 1.18
C -3.19 3.33 2.04
C 0.21 3.39 2.04
C 0.31 2.94 0.62
C 0.58 4.68 2.38
H 1.08 6.71 5.14
H 0.42 7.19 3.56
H 2.07 6.73 3.67
H 0.51 4.51 5.74
H 0.08 2.45 6.46
H 0.06 1.01 5.51
H -1.41 1.95 5.76
H -0.47 -3.02 0.99
H 0.47 -4.63 -0.63
H 2.76 -5.43 -0.38
H 4.17 -4.38 1.44
H 3.35 -2.55 2.83
H -2.22 -1.15 0.98
H -3.62 -1.11 -1.04
H -4.99 0.90 -1.47
H -4.69 2.98 -0.06
H -2.27 3.39 2.63
H -4.00 3.22 2.80
H -3.43 4.23 1.49
H 0.36 1.87 0.56
H 1.23 3.31 0.23
H -0.49 3.31 0.00
H 0.93 5.33 1.58
C -0.79 1.90 -3.27
C -0.55 0.48 -2.85
O -0.60 0.44 -1.39
H -0.71 1.98 -4.35
H 0.02 2.53 -2.86
H -1.75 2.34 -2.99
H 0.47 0.12 -3.10
H -1.25 -0.26 -3.22
H -1.26 1.05 -1.07


2.
The following is a DFT calculation (ωB97M-V with the def2-TZVPD basis set) of a molecular structure, C11H12BCl2F3N6O3RuS.

Results
Expectation value of S² ... 0.763
Energy relative to the best compared isomer or geometry (same formula, charge and spin) ... 2.100 eV
Orbital gap (alpha / beta) ... 7.321 / 7.234 eV
E_HOMO (alpha / beta) ... -0.472 / -0.472 hartree
Charge ... +1
Multiplicity ... 2
Largest force on an atom ... 0.10882 hartree/bohr

CARTESIAN COORDINATES (ANGSTROEM)
Ru -0.13 0.84 0.63
C -2.24 -3.03 0.50
C -1.88 -1.84 1.13
N -1.18 -1.09 0.28
N -1.05 -1.77 -0.87
C -1.68 -2.94 -0.76
B -0.32 -1.16 -2.07
N -0.96 0.21 -2.33
C -1.52 0.71 -3.44
C -1.93 2.01 -3.18
C -1.58 2.23 -1.85
N -1.00 1.14 -1.37
N 1.14 -0.89 -1.67
C 2.28 -1.35 -2.19
C 3.35 -0.79 -1.50
C 2.76 0.04 -0.55
N 1.43 -0.04 -0.67
H -2.82 -3.83 0.92
H -2.11 -1.49 2.13
H -1.71 -3.64 -1.58
H -0.39 -1.86 -3.03
H -1.60 0.14 -4.34
H -2.41 2.68 -3.86
H -1.72 3.11 -1.24
H 2.29 -2.06 -3.00
H 4.40 -0.93 -1.67
H 3.21 0.68 0.19
F 0.33 3.42 4.75
C -0.23 3.93 3.67
F 0.42 5.01 3.28
F -1.50 4.22 3.91
S -0.18 2.64 2.33
O -0.85 1.45 2.86
O 1.22 2.34 2.01
O -0.88 3.13 1.15
Cl 0.78 -3.57 2.00
C 1.94 -2.28 2.28
Cl 1.18 -0.66 2.48
H 2.62 -2.23 1.44
H 2.46 -2.49 3.21


3.
The following is a DFT calculation (ωB97M-V with the def2-TZVPD basis set) of a molecular structure, C49H42LuNOP2.

Results
Energy relative to the best compared isomer or geometry (same formula, charge and spin) ... 11.836 eV
Orbital gap (alpha / beta) ... 3.610 / 3.554 eV
E_HOMO (alpha / beta) ... -0.482 / -0.481 hartree
Charge ... +2
Largest force on an atom ... 0.28125 hartree/bohr

CARTESIAN COORDINATES (ANGSTROEM)
Lu -1.02 0.07 -0.21
P -1.18 -2.25 -0.43
C -1.17 0.09 1.71
O -1.16 0.10 2.86
P -0.82 2.38 -0.45
C -1.10 -3.15 1.15
C 0.12 -3.05 -1.43
C -2.75 -2.82 -1.18
C -2.40 3.26 -0.69
C -0.08 3.21 0.99
C 0.22 2.93 -1.84
C -2.15 -3.94 1.64
C -2.02 -4.61 2.86
C -0.83 -4.50 3.59
C 0.22 -3.72 3.10
C 0.09 -3.04 1.89
H -3.07 -4.03 1.07
H -2.84 -5.21 3.23
H -0.73 -5.02 4.54
H 1.14 -3.63 3.67
H 0.90 -2.43 1.51
C -3.96 -2.32 -0.67
C -5.17 -2.74 -1.19
C -5.20 -3.65 -2.25
C -4.00 -4.14 -2.77
C -2.78 -3.73 -2.24
H -3.93 -1.59 0.14
H -6.10 -2.35 -0.78
H -6.15 -3.98 -2.66
H -4.02 -4.85 -3.60
H -1.85 -4.12 -2.65
C 0.54 -4.35 -1.12
C 1.50 -4.98 -1.90
C 2.06 -4.31 -2.99
C 1.65 -3.01 -3.30
C 0.69 -2.38 -2.52
H 0.12 -4.86 -0.26
H 1.83 -5.98 -1.65
H 2.82 -4.80 -3.60
H 2.09 -2.49 -4.14
H 0.38 -1.36 -2.73
C 1.30 3.47 0.94
C 1.93 4.10 2.01
C 1.19 4.47 3.14
C -0.18 4.21 3.20
C -0.81 3.58 2.12
H 1.87 3.17 0.06
H 2.99 4.31 1.97
H 1.68 4.96 3.98
H -0.75 4.49 4.07
H -1.88 3.38 2.17
C -3.59 2.64 -0.28
C -4.81 3.29 -0.41
C -4.86 4.57 -0.97
C -3.69 5.19 -1.40
C -2.46 4.54 -1.25
H -3.55 1.64 0.14
H -5.73 2.81 -0.08
H -5.82 5.08 -1.09
H -3.72 6.18 -1.84
H -1.55 5.03 -1.58
C 0.60 4.28 -1.95
C 1.36 4.71 -3.04
C 1.75 3.80 -4.02
C 1.38 2.45 -3.91
C 0.63 2.02 -2.82
H 0.30 4.99 -1.18
H 1.65 5.75 -3.11
H 2.35 4.13 -4.86
H 1.70 1.74 -4.66
H 0.36 0.98 -2.71
H -2.60 0.18 -0.37
H -1.09 0.06 -1.86
C 3.66 2.15 3.75
C 2.34 1.80 4.00
C 1.56 1.20 3.01
C 2.06 0.89 1.71
C 3.43 1.28 1.51
C 4.20 1.90 2.50
N 1.40 0.08 0.64
C 2.38 -0.97 0.38
C 2.83 -1.30 -0.90
C 3.84 -2.27 -1.08
C 4.42 -2.91 0.03
C 4.03 -2.57 1.31
C 3.05 -1.61 1.48
H 4.25 2.62 4.53
H 1.91 2.01 4.98
H 0.63 0.99 3.37
H 3.92 1.09 0.56
H 5.23 2.16 2.31
H 2.43 -0.77 -1.75
H 4.18 -2.52 -2.06
H 5.19 -3.66 -0.11
H 4.48 -3.04 2.18
H 2.78 -1.38 2.51


4.
The following is a DFT calculation (ωB97M-V with the def2-TZVPD basis set) of a molecular structure, C37H34ClFeN9O4.

Results
Energy relative to the best compared isomer or geometry (same formula, charge and spin) ... 1.079 eV
Orbital gap (alpha / beta) ... 5.568 / 5.572 eV
E_HOMO (alpha / beta) ... -0.243 / -0.243 hartree
Largest force on an atom ... 0.02652 hartree/bohr

CARTESIAN COORDINATES (ANGSTROEM)
Fe 0.08 -0.40 0.35
C 2.39 -2.99 4.74
C 1.48 -3.71 3.97
C 0.59 -3.05 3.13
C 0.60 -1.66 3.05
C 1.51 -0.95 3.83
C 2.40 -1.61 4.66
N -0.27 -0.96 2.19
C -1.33 -0.35 2.71
C -1.94 -0.69 3.96
C -3.07 -0.06 4.37
C -3.67 0.97 3.59
C -3.08 1.37 2.44
C -1.90 0.74 1.99
N -1.13 1.19 0.94
N -1.52 2.30 0.44
C -0.67 2.97 -0.44
C -1.29 3.96 -1.22
C -0.52 4.69 -2.10
C 0.85 4.44 -2.16
C 1.37 3.46 -1.32
N 0.64 2.73 -0.48
H 3.08 -3.51 5.39
H 1.47 -4.79 4.02
H -0.11 -3.61 2.53
H 1.53 0.13 3.74
H 3.10 -1.04 5.25
H -1.50 -1.48 4.56
H -3.54 -0.35 5.30
H -4.59 1.44 3.93
H -3.49 2.18 1.84
H -2.35 4.12 -1.10
H -0.97 5.46 -2.71
H 1.50 5.00 -2.81
H 2.44 3.26 -1.31
N -3.99 -9.79 -0.24
C -3.52 -8.74 -0.25
C -2.93 -7.43 -0.26
C -2.23 -6.99 -1.38
C -1.67 -5.73 -1.39
C -1.79 -4.90 -0.28
C -2.49 -5.34 0.84
C -3.05 -6.60 0.86
C -1.19 -3.53 -0.28
C -2.08 -2.47 -0.46
C -3.45 -2.57 -0.82
C -3.89 -1.29 -1.05
C -2.78 -0.45 -0.80
N -1.70 -1.14 -0.46
C 0.18 -3.44 -0.10
C 1.09 -4.55 -0.02
C 2.34 -4.02 0.14
C 2.17 -2.61 0.18
N 0.90 -2.26 0.01
H -2.14 -7.64 -2.24
H -1.12 -5.39 -2.26
H -2.58 -4.68 1.70
H -3.59 -6.95 1.73
H -4.01 -3.49 -0.91
H -4.88 -0.97 -1.33
H -2.77 0.63 -0.85
H 0.81 -5.59 -0.07
H 3.28 -4.54 0.25
H 2.95 -1.88 0.33
O 4.39 -0.25 0.55
Cl 3.33 0.64 0.18
O 3.08 0.51 -1.26
O 3.65 2.00 0.48
O 2.12 0.25 0.88
N 0.64 -0.04 -4.83
C 1.54 -0.91 -3.98
C 0.85 -1.17 -2.65
N 0.52 0.06 -1.94
C -0.31 0.91 -2.77
C 0.33 1.24 -4.11
H -0.23 -0.54 -4.98
H 1.06 0.14 -5.74
H 2.47 -0.36 -3.84
H 1.73 -1.83 -4.54
H 1.53 -1.77 -2.05
H -0.06 -1.76 -2.79
H 1.39 0.52 -1.65
H -0.52 1.84 -2.28
H -1.27 0.40 -2.94
H 1.28 1.76 -3.97
H -0.32 1.84 -4.75


5.
The following is a DFT calculation (ωB97M-V with the def2-TZVPD basis set) of a molecular structure, C22H38FeP2.

Results
Expectation value of S² ... 6.163
Orbital gap (alpha / beta) ... 3.433 / 3.776 eV
E_HOMO (alpha / beta) ... -0.143 / -0.155 hartree
Multiplicity ... 5
Largest force on an atom ... 0.07038 hartree/bohr

CARTESIAN COORDINATES (ANGSTROEM)
P 1.19 -1.30 -2.58
P 1.53 -2.22 1.23
C 2.44 -2.01 -1.46
C 1.91 -3.00 -0.38
H 3.05 -1.20 -1.00
H 3.17 -2.55 -2.10
H 1.05 -3.57 -0.75
H 2.70 -3.74 -0.17
C 3.12 -2.09 2.07
H 2.95 -1.79 3.12
H 3.79 -1.36 1.58
H 3.58 -3.09 2.05
C 0.54 -3.34 2.20
H 1.21 -4.17 2.47
H -0.32 -3.73 1.64
H 0.19 -2.84 3.12
C 2.29 -0.41 -3.79
H 1.65 0.13 -4.50
H 2.89 -1.15 -4.33
H 2.96 0.30 -3.31
C 0.80 -2.76 -3.64
H 0.53 -3.62 -3.01
H 1.71 -3.00 -4.22
H -0.03 -2.54 -4.33
Fe -2.61 1.95 1.40
C 1.12 -0.53 0.91
C 2.06 0.31 0.12
C 1.81 1.20 -0.98
C 0.43 1.32 -1.72
C 0.01 0.10 -2.52
C -0.56 -1.16 -1.98
C -0.94 -1.38 -0.53
C -0.41 -0.44 0.56
C -2.84 1.89 -0.57
H 1.17 -0.13 1.95
H 3.03 0.45 0.61
H 2.51 0.91 -1.78
H 2.12 2.21 -0.68
H -0.37 1.69 -1.08
H 0.57 2.13 -2.45
H -0.34 0.36 -3.52
H -1.25 -1.66 -2.69
H -0.77 -2.44 -0.26
H -2.04 -1.27 -0.51
H -0.66 0.58 0.31
H -0.98 -0.67 1.48
H -3.84 2.27 -0.81
H -2.75 0.86 -0.93
H -2.12 2.53 -1.11
C -0.91 1.88 2.77
C -1.90 2.85 3.17
C -3.21 2.30 3.48
C -4.28 2.72 2.68
C -4.05 3.81 1.80
C -2.95 4.68 2.01
C -1.87 4.22 2.74
H -0.89 0.93 3.32
H 0.07 2.26 2.45
H -3.29 1.49 4.20
H -5.26 2.23 2.71
H -4.81 4.08 1.05
H -2.93 5.67 1.55
H -0.99 4.84 2.93


6.
The following is a DFT calculation (ωB97M-V with the def2-TZVPD basis set) of 7 unconnected molecules or ions with the total composition C18H46BrF5N12O8P.

Results
Orbital gap ... 6.282 eV
E_HOMO ... -0.163 hartree
Charge ... -1
Largest force on an atom ... 0.06901 hartree/bohr

CARTESIAN COORDINATES (ANGSTROEM)
C -0.31 -1.77 0.23
C -1.81 -1.52 0.09
O -2.35 -1.93 -0.88
O -2.46 -0.89 1.09
C -3.24 0.25 0.64
C -2.65 1.54 1.25
C -1.29 1.82 0.58
C -0.69 3.19 0.90
C 0.61 3.39 0.06
C 0.40 4.35 -1.14
C 1.14 3.85 -2.42
C 0.39 2.62 -2.99
P -0.70 3.08 -4.51
Br -2.71 2.98 -3.24
C -0.79 1.24 -5.13
F -1.41 1.26 -6.35
F 0.46 0.78 -5.42
C -1.50 0.12 -4.33
F -1.25 0.06 -3.05
F -2.78 0.01 -4.57
F -1.00 -1.07 -4.82
H -0.14 -2.79 0.60
H 0.13 -1.07 0.95
H 0.18 -1.67 -0.74
H -4.29 0.11 0.92
H -3.20 0.39 -0.45
H -2.54 1.39 2.33
H -3.37 2.33 1.02
H -1.48 1.78 -0.51
H -0.60 0.99 0.80
H -1.43 3.96 0.67
H -0.40 3.22 1.96
H 1.44 3.70 0.70
H 0.88 2.40 -0.33
H 0.71 5.37 -0.88
H -0.67 4.32 -1.40
H 1.27 4.65 -3.15
H 2.13 3.49 -2.12
H 1.06 1.77 -3.18
H -0.32 2.32 -2.22
H -1.43 3.50 -5.68
H -0.60 4.46 -4.10
H 0.52 3.25 -5.29
C -7.11 -0.76 -0.31
O -6.80 0.38 -0.05
N -8.27 -1.07 -0.98
N -6.35 -1.84 0.03
H -8.55 -2.00 -1.21
H -8.86 -0.30 -1.25
H -5.49 -1.65 0.52
H -6.59 -2.79 -0.18
C -3.30 -6.14 0.22
O -3.45 -7.01 1.06
N -2.80 -6.39 -1.03
N -3.61 -4.83 0.44
H -2.66 -5.69 -1.73
H -2.55 -7.34 -1.23
H -3.98 -4.60 1.35
H -3.49 -4.10 -0.24
C 4.61 2.93 -0.28
O 3.49 2.48 -0.43
N 5.16 3.85 -1.13
N 5.41 2.56 0.77
H 6.08 4.23 -1.02
H 4.59 4.14 -1.91
H 5.03 1.89 1.42
H 6.33 2.91 0.92
C 3.03 -0.21 2.53
O 2.96 0.91 3.03
N 3.32 -0.42 1.22
N 2.83 -1.35 3.27
H 3.39 -1.33 0.80
H 3.47 0.40 0.65
H 2.62 -1.22 4.24
H 2.89 -2.27 2.89
C 4.08 -4.01 -0.85
O 4.02 -2.89 -0.37
N 4.37 -4.22 -2.16
N 3.88 -5.14 -0.11
H 4.42 -5.13 -2.58
H 4.52 -3.41 -2.73
H 3.67 -5.02 0.87
H 3.93 -6.07 -0.48
C 2.62 -0.19 7.16
O 2.39 -1.01 6.30
N 2.78 1.13 6.86
N 2.76 -0.51 8.48
H 2.98 1.84 7.55
H 2.69 1.40 5.89
H 2.65 -1.48 8.73
H 2.95 0.16 9.20


7.
The following is a DFT calculation (ωB97M-V with the def2-TZVPD basis set) of 5 unconnected molecules or ions with the total composition C3H13NO6S.

Results
Energy relative to the best compared isomer or geometry (same formula, charge and spin) ... 0.000 eV
Orbital gap ... 6.141 eV
E_HOMO ... -0.014 hartree
Charge ... -2
Largest force on an atom ... 0.04698 hartree/bohr

CARTESIAN COORDINATES (ANGSTROEM)
O 0.16 -1.02 1.26
C -0.33 -0.17 0.43
O -1.54 0.14 0.42
C 0.71 0.56 -0.49
C 0.40 2.06 -0.58
S 1.57 2.85 -1.81
N 0.58 -0.11 -1.81
H 1.63 0.41 0.05
H -0.61 2.19 -0.96
H 0.59 2.53 0.38
H 1.34 0.29 -2.36
H -0.26 0.32 -2.20
H 0.77 -2.40 0.00
H 0.93 -2.08 -1.44
O 1.11 -2.81 -0.81
H -2.30 2.45 0.61
H -2.81 1.44 -0.29
O -3.07 2.31 0.05
H -2.49 -0.87 1.65
H -1.54 -1.82 2.17
O -2.49 -1.66 2.24
H 1.80 -1.32 1.33
H 3.05 -1.79 0.64
O 2.77 -1.51 1.51